Computed, not measured: C42H72N2O21S8VZn as an isolated structure in a non-equilibrium geometry, with the ωB97M-V functional and the def2-TZVPD basis.

**Kohn-Sham gap (alpha / beta)**: 3.92 / 4.60 eV
**HOMO (alpha / beta)**: -15.6 / -15.6 eV
**⟨S²⟩**: 2.171
**LUMO level (alpha / beta)**: -11.6390 / -10.9517 eV

```
! wB97M-V def2-TZVPD RIJCOSX def2/J DEFGRID3
* xyz 3 3
Zn 0.732 1.262 2.144
O 0.711 0.338 -6.584
V 1.152 -1.091 -6.065
C 1.599 -0.012 -1.729
C 1.138 0.353 -0.399
C -0.422 0.555 -0.149
O -0.790 0.822 1.010
C -1.341 0.590 -1.258
C -0.832 0.199 -2.503
C 0.654 -0.116 -2.721
O 1.143 -0.389 -3.891
O -1.732 0.170 -3.470
O 1.850 0.758 0.575
H 2.645 -0.152 -1.959
H -2.367 0.792 -0.991
C 4.916 -0.533 -0.572
C 5.656 -0.818 0.639
N 6.236 -1.052 1.581
H 4.889 0.493 -0.941
H 3.909 -0.887 -0.351
H 5.473 -1.107 -1.313
C 4.154 2.050 -3.957
C 2.939 2.518 -4.434
N 1.876 2.888 -4.789
H 4.308 2.255 -2.897
H 5.053 2.540 -4.329
H 4.092 0.985 -4.180
C -3.363 -3.980 -1.146
C -3.358 -2.471 -1.177
C -3.961 -1.918 0.146
S -4.263 -3.363 1.339
O -5.651 -3.799 1.172
O -3.736 -3.133 2.721
C -3.107 -4.454 0.307
H -2.598 -4.347 -1.830
H -4.359 -4.266 -1.483
H -3.903 -2.081 -2.037
H -2.352 -2.058 -1.253
H -4.814 -1.240 0.156
H -3.151 -1.304 0.539
H -3.299 -5.482 0.614
H -2.091 -4.213 0.619
C 1.821 3.925 -1.521
C 2.969 4.774 -0.954
C 2.962 4.479 0.508
S 1.167 4.445 0.987
O 0.818 5.786 1.436
O 0.829 3.184 1.693
C 0.569 4.195 -0.738
H 2.046 2.859 -1.494
H 1.686 4.183 -2.571
H 2.715 5.821 -1.121
H 3.923 4.479 -1.391
H 3.514 5.169 1.146
H 3.377 3.488 0.692
H 0.138 5.173 -0.956
H -0.194 3.429 -0.598
C -0.357 -3.576 5.240
C 1.113 -3.737 5.133
C 1.624 -2.968 3.895
S 0.188 -2.059 3.177
O -0.313 -2.891 2.060
O 0.573 -0.655 2.933
C -0.848 -2.220 4.772
H -0.704 -3.815 6.245
H -0.707 -4.412 4.634
H 1.346 -4.799 5.058
H 1.594 -3.343 6.028
H 2.221 -3.452 3.123
H 2.236 -2.118 4.198
H -1.885 -1.920 4.618
H -0.434 -1.360 5.298
C -3.870 2.862 -3.226
C -4.863 2.322 -2.212
C -4.538 2.987 -0.868
S -3.310 4.389 -1.116
O -2.453 4.480 0.030
O -4.052 5.571 -1.584
C -2.611 3.520 -2.548
H -4.375 3.588 -3.863
H -3.554 2.107 -3.945
H -4.863 1.233 -2.257
H -5.866 2.619 -2.518
H -3.888 2.344 -0.275
H -5.375 3.353 -0.273
H -1.877 2.809 -2.168
H -2.064 4.195 -3.206
C -3.088 4.229 4.077
C -3.065 3.700 5.468
C -1.984 2.658 5.611
S -1.879 1.789 4.019
O -2.649 0.489 3.994
O -0.462 1.759 3.507
C -2.891 3.068 3.118
H -2.296 4.958 3.904
H -3.976 4.817 3.849
H -4.009 3.159 5.526
H -2.890 4.483 6.206
H -1.959 1.892 6.387
H -1.059 3.231 5.661
H -3.851 2.616 2.868
H -2.408 3.309 2.172
C 4.397 3.657 4.800
C 5.461 3.080 3.871
C 4.965 1.797 3.288
S 3.511 1.259 4.248
O 3.671 -0.062 4.863
O 2.306 1.484 3.450
C 3.777 2.442 5.530
H 3.576 4.109 4.243
H 4.739 4.296 5.614
H 6.368 2.892 4.446
H 5.730 3.936 3.251
H 5.711 1.034 3.507
H 4.766 1.683 2.222
H 4.589 2.030 6.130
H 2.941 2.602 6.210
C -2.925 -4.351 -4.942
C -2.093 -4.699 -6.159
C -2.282 -3.647 -7.287
S -2.372 -2.074 -6.342
O -3.419 -1.223 -6.951
O -0.993 -1.634 -6.215
C -2.970 -2.824 -4.751
H -2.636 -4.837 -4.010
H -3.944 -4.685 -5.141
H -2.282 -5.689 -6.572
H -1.056 -4.703 -5.823
H -3.266 -3.844 -7.713
H -1.493 -3.592 -8.037
H -4.012 -2.505 -4.709
H -2.396 -2.354 -3.953
C 2.202 -4.848 -2.608
C 1.055 -3.900 -2.210
C 1.043 -3.643 -0.658
S 2.439 -4.588 0.130
O 1.775 -5.804 0.622
O 3.216 -3.722 1.015
C 3.318 -4.830 -1.531
H 2.595 -4.712 -3.616
H 1.833 -5.865 -2.480
H 0.174 -4.452 -2.537
H 1.020 -2.921 -2.689
H 0.098 -3.856 -0.160
H 1.312 -2.627 -0.368
H 3.932 -5.692 -1.271
H 4.017 -4.019 -1.731
*
```

Computed, not measured: C38H44OOsP2 as an isolated structure in a non-equilibrium geometry, with the ωB97M-V functional and the def2-TZVPD basis.

**Relative energy (zero: lowest compared OMol25 entry of this formula, charge and spin)**: 45.2 kcal per mole
**Kohn-Sham gap (alpha / beta)**: 6.12 / 2.95 eV
**HOMO (alpha / beta)**: -12.1 / -13.3 eV
**⟨S²⟩**: 6.020
**LUMO level (alpha / beta)**: -6.0084 / -10.3100 eV

```
! wB97M-V def2-TZVPD RIJCOSX def2/J DEFGRID3
* xyz 2 5
Os 0.529 -0.675 0.223
C 5.086 -4.058 -2.016
C 4.829 -3.247 -3.046
C 4.476 -3.739 -4.426
C 3.608 -5.019 -4.535
C 2.520 -5.209 -3.519
C 2.673 -5.855 -2.358
C 3.980 -6.386 -1.856
C 5.237 -5.547 -2.164
C -1.467 -0.323 0.466
H 5.291 -3.648 -1.024
H 4.973 -2.163 -2.937
H 5.394 -3.925 -5.022
H 3.953 -2.929 -4.959
H 3.105 -4.966 -5.519
H 4.271 -5.896 -4.598
H 1.523 -4.909 -3.850
H 1.808 -6.208 -1.788
H 4.149 -7.406 -2.258
H 3.906 -6.511 -0.767
H 6.020 -5.883 -1.457
H 5.602 -5.822 -3.167
H -1.618 -0.314 1.565
H -2.194 -1.022 0.019
H -1.683 0.689 0.084
P 2.119 -0.194 -1.250
P -0.257 -2.244 -1.075
C 2.102 -1.671 -2.315
C 1.068 -2.542 -2.263
C 2.543 1.161 -2.363
C 3.468 0.981 -3.407
C 3.869 2.069 -4.185
C 3.342 3.339 -3.943
C 2.388 3.511 -2.935
C 1.950 2.422 -2.179
C 3.516 -0.391 -0.048
C 3.222 -1.168 1.067
C 4.240 -1.458 1.985
C 5.491 -0.850 1.841
C 5.734 0.027 0.779
C 4.740 0.281 -0.169
C -1.789 -2.332 -2.059
C -2.098 -1.261 -2.912
C -3.282 -1.277 -3.652
C -4.169 -2.355 -3.549
C -3.860 -3.418 -2.693
C -2.686 -3.404 -1.935
C -0.327 -3.601 0.149
C -0.832 -3.412 1.437
C -0.890 -4.501 2.315
C -0.391 -5.747 1.925
C 0.182 -5.903 0.656
C 0.219 -4.827 -0.230
H 2.968 -1.811 -2.964
H 0.953 -3.384 -2.946
H 3.875 -0.011 -3.612
H 4.598 1.911 -4.979
H 3.659 4.182 -4.554
H 1.984 4.505 -2.744
H 1.145 2.537 -1.446
H 2.140 -1.471 1.238
H 4.054 -2.144 2.808
H 6.276 -1.043 2.575
H 6.698 0.521 0.689
H 4.886 0.998 -0.976
H -1.412 -0.417 -2.998
H -3.509 -0.441 -4.316
H -5.103 -2.350 -4.120
H -4.550 -4.258 -2.620
H -2.467 -4.227 -1.256
H -1.133 -2.411 1.748
H -1.323 -4.370 3.306
H -0.425 -6.593 2.619
H 0.597 -6.866 0.357
H 0.690 -4.896 -1.204
C -0.801 2.425 2.268
C 0.184 2.268 1.110
C 1.142 3.449 1.118
O 0.900 1.062 1.179
H -0.292 2.250 3.221
H -1.637 1.729 2.169
H -1.202 3.446 2.261
H -0.413 2.345 0.184
H 1.706 3.452 2.050
H 1.820 3.403 0.273
H 0.557 4.370 1.037
*
```

Computed, not measured: a 2-piece molecular cluster, C3H12N3O overall in a non-equilibrium geometry, with the ωB97M-V functional and the def2-TZVPD basis.

**Relative energy (zero: lowest compared OMol25 entry of this formula, charge and spin)**: 22.6 kcal per mole
**Kohn-Sham gap**: 11.73 eV
**HOMO**: -14.5 eV
**LUMO level**: -2.7999 eV

```
! wB97M-V def2-TZVPD RIJCOSX def2/J DEFGRID3
* xyz 1 1
C 1.453 1.822 -0.087
C 0.452 0.033 1.295
N 0.711 0.575 0.115
N 1.053 0.461 2.395
N -0.395 -0.973 1.376
H 0.035 0.338 -0.593
H 1.191 2.183 -1.072
H 2.519 1.663 0.028
H 1.646 1.274 2.405
H 0.760 0.146 3.291
H -0.567 -1.583 0.576
H -0.302 -1.499 2.235
H 1.141 2.579 0.637
C -1.724 -0.847 -2.274
O -0.985 -1.724 -1.414
H -1.406 -2.592 -1.378
H -1.125 0.051 -2.376
H -2.728 -0.683 -1.893
H -1.732 -1.223 -3.265
*
```

Computed, not measured: C18H62CdN4O13 as an isolated structure in a non-equilibrium geometry, with the ωB97M-V functional and the def2-TZVPD basis.

**Kohn-Sham gap**: 7.69 eV
**HOMO**: -8.1 eV
**LUMO level**: -0.4351 eV

```
! wB97M-V def2-TZVPD RIJCOSX def2/J DEFGRID3
* xyz 0 1
Cd -22.771 -19.756 15.082
O -22.611 -21.720 14.291
C -22.249 -21.476 12.901
C -22.414 -20.055 12.256
O -22.424 -18.942 13.136
H -22.696 -22.284 12.315
H -21.153 -21.596 12.888
H -23.338 -20.012 11.653
H -21.579 -19.932 11.557
C -25.576 -20.349 18.344
C -24.888 -20.338 16.980
C -25.517 -19.309 15.995
O -25.008 -19.486 14.650
C -26.039 -19.864 13.746
N -23.418 -20.082 17.093
H -25.351 -19.452 18.918
H -25.355 -21.272 18.879
H -26.659 -20.378 18.192
H -24.998 -21.268 16.417
H -25.236 -18.273 16.222
H -26.604 -19.318 16.077
H -26.477 -20.831 14.001
H -25.614 -19.984 12.748
H -26.758 -19.045 13.679
H -23.230 -19.328 17.753
H -23.099 -20.892 17.632
C -27.010 -23.738 14.587
C -26.540 -24.175 13.205
C -26.640 -23.081 12.137
O -27.910 -22.441 11.950
C -28.976 -23.336 11.676
N -25.138 -24.617 13.281
H -27.920 -23.137 14.538
H -26.234 -23.218 15.151
H -27.248 -24.617 15.189
H -27.133 -25.037 12.895
H -26.253 -23.388 11.157
H -26.045 -22.202 12.403
H -28.968 -24.211 12.327
H -28.861 -23.702 10.645
H -29.907 -22.777 11.724
H -24.939 -25.011 12.358
H -24.547 -23.780 13.266
C -15.364 -18.545 8.714
C -16.792 -19.086 8.834
C -16.989 -19.843 10.129
O -18.294 -20.361 10.138
C -18.651 -21.071 11.292
N -17.718 -17.954 8.752
H -15.015 -18.144 9.667
H -15.196 -17.809 7.926
H -14.668 -19.332 8.395
H -16.861 -19.818 8.014
H -16.851 -19.136 10.960
H -16.184 -20.581 10.234
H -19.059 -22.041 10.994
H -19.473 -20.577 11.830
H -17.869 -21.185 12.049
H -18.643 -18.357 8.888
H -17.668 -17.485 7.860
C -21.366 -25.441 11.686
C -21.426 -26.618 12.685
C -21.179 -27.944 11.958
O -22.137 -28.137 10.930
C -23.452 -28.429 11.333
N -20.419 -26.409 13.733
H -20.356 -25.455 11.273
H -21.535 -24.511 12.232
H -22.076 -25.457 10.857
H -22.374 -26.695 13.220
H -21.114 -28.767 12.678
H -20.234 -27.851 11.417
H -23.912 -27.511 11.725
H -23.488 -29.192 12.119
H -24.043 -28.748 10.477
H -19.500 -26.688 13.385
H -20.277 -25.409 13.888
O -20.101 -23.684 14.972
H -20.427 -22.949 14.433
H -20.836 -23.886 15.570
O -20.714 -20.085 15.758
H -20.389 -20.656 16.468
H -19.919 -19.774 15.301
O -22.333 -17.764 15.922
H -21.574 -17.551 16.481
H -22.783 -16.916 15.763
O -23.012 -24.192 15.387
H -22.743 -23.442 14.807
H -23.728 -24.620 14.902
O -22.697 -16.934 10.729
H -23.094 -17.705 11.155
H -23.333 -16.660 10.058
O -20.401 -16.935 12.194
H -21.021 -17.656 12.450
H -19.678 -16.996 12.827
O -24.332 -16.836 13.687
H -23.833 -17.678 13.542
H -25.214 -17.006 13.345
*
```

no.,electronic energy (eV)
1,-251452.5850
2,-63190.6426
3,-9817.8331
4,-56810.4168